Entry 1:
DFT (ωB97M-V/def2-TZVPD) results for 20 unconnected molecules or ions with the total composition H41O20 in a non-equilibrium geometry.

Positions of all 61 atoms, in Å:
O -4.61 2.30 -2.38
H 0.58 0.12 2.13
O -0.30 4.32 -0.94
H 0.31 3.82 -0.44
H -0.35 5.27 -0.85
O -1.17 -0.52 3.14
H -1.43 0.38 3.21
H -0.67 -0.84 3.90
O -2.56 1.22 -0.03
H -2.13 0.67 0.63
H 0.80 3.86 2.88
O 1.10 -3.21 -3.30
H 2.37 3.94 -3.80
H -3.29 0.66 -0.31
O 2.85 3.22 -3.38
H 0.57 -2.62 -1.83
H 3.40 3.59 -2.69
O -0.05 -2.03 -1.29
H -0.06 3.30 4.01
H -2.31 -2.72 0.61
O 3.61 2.42 2.02
H 3.89 1.54 2.21
H 4.13 3.09 2.46
O 2.26 -1.70 -0.55
H 2.73 -1.80 0.29
H 0.24 -3.26 -3.75
O 1.67 -1.33 4.45
H 2.31 -0.77 4.89
H 1.88 -1.50 3.52
O -2.73 -4.30 -0.02
H -3.67 -4.05 0.03
H 0.26 -1.16 -1.63
O 4.64 -0.31 -0.78
H 5.13 -1.00 -1.23
H 5.01 0.50 -1.15
O 0.66 -0.06 -2.87
H 0.01 0.66 -2.97
H 1.49 0.17 -3.17
O 1.28 0.22 1.47
H -2.73 -3.13 -3.74
H 1.47 1.17 1.44
O 0.05 3.28 3.06
H -2.83 -4.88 0.77
H -5.44 1.99 -2.02
O -1.92 -3.62 -3.55
H 0.07 -2.13 -0.33
H -2.10 -4.16 -2.78
O -1.20 2.27 -2.43
H -0.95 3.20 -2.38
H -1.55 1.88 -1.63
O -1.95 -1.80 0.59
H -3.95 2.57 -1.75
H -2.50 -1.34 1.23
O -1.98 2.26 4.08
H -2.23 1.75 4.84
H -2.29 3.10 3.92
O 0.40 -2.87 2.12
H -0.13 -2.23 2.61
H -0.24 -2.99 1.41
H 1.58 -4.04 -3.34
H 2.73 -0.87 -0.75

Properties
Molar mass (g mol⁻¹): 361.31
Energy above the lowest of the compared OMol25 structures with the same formula, charge and spin (kJ/mol): 98.8
Energy (a.u.): -1529.2096
Largest force on an atom (eV Å⁻¹): 4.15
⟨S²⟩: 0.750
2S+1: 2
E_LUMO (spin up / spin down) (eV): -0.23 / -0.31
Kohn-Sham gap (spin up / spin down) (eV): 1.935 / 10.306

***

Entry 2:
DFT (ωB97M-V/def2-TZVPD) results for a molecular structure, C39H30BrI2N4O5RbTe in a non-equilibrium geometry.

Positions of all 83 atoms, in Å:
Rb 1.37 0.52 -0.94
I 0.63 3.96 6.98
C 1.12 2.89 5.21
C 1.44 1.55 5.28
C 1.81 0.91 4.13
I 2.43 -1.13 4.24
C 1.86 1.51 2.84
O 2.18 0.89 1.79
C 1.52 2.91 2.84
C 1.63 3.64 1.53
N 0.83 3.09 0.45
C -0.48 3.64 0.21
C -0.70 3.80 -1.28
C -1.89 4.31 -1.78
C -2.04 4.46 -3.15
C -0.99 4.08 -3.97
C 0.16 3.59 -3.38
N 0.31 3.46 -2.08
C 1.16 3.57 4.00
H 1.42 1.02 6.22
H 2.69 3.58 1.21
H 1.38 4.70 1.65
H 0.79 2.08 0.57
H -0.55 4.63 0.68
H -1.30 3.02 0.61
H -2.70 4.58 -1.11
H -2.96 4.85 -3.56
H -1.07 4.16 -5.05
H 1.00 3.29 -3.99
H 0.93 4.63 3.96
O -6.33 -0.80 2.92
C -5.17 -0.05 2.85
O -5.19 1.07 3.32
C -4.03 -0.66 2.20
C -4.02 -1.95 1.62
C -2.92 -2.43 0.97
C -1.71 -1.69 0.89
C -1.70 -0.43 1.55
C -2.82 0.07 2.15
N -0.61 -2.09 0.25
C -0.62 -3.11 -0.66
C 0.55 -3.58 -1.17
C 0.65 -4.46 -2.30
C 1.85 -4.74 -2.86
C 3.03 -4.15 -2.32
C 2.91 -3.37 -1.21
N 1.74 -3.15 -0.59
H -6.19 -1.66 2.50
H -4.90 -2.59 1.66
H -2.96 -3.43 0.56
H -0.77 0.13 1.55
H -2.81 1.05 2.62
H -1.56 -3.49 -1.06
H -0.26 -4.85 -2.71
H 1.93 -5.39 -3.73
H 4.00 -4.31 -2.77
H 3.78 -2.93 -0.75
Te 1.64 -2.12 1.21
C 3.57 -3.11 1.62
C 3.48 -4.46 1.94
C 4.61 -5.24 2.12
C 5.87 -4.67 1.98
C 5.98 -3.33 1.68
C 4.84 -2.55 1.51
H 2.50 -4.91 2.05
H 4.51 -6.30 2.36
H 6.75 -5.28 2.11
H 6.96 -2.88 1.56
H 4.94 -1.50 1.27
Br -5.67 2.86 -2.89
C -4.03 1.95 -3.27
C -3.59 1.93 -4.57
C -2.37 1.34 -4.84
C -1.60 0.80 -3.83
C -2.10 0.78 -2.53
C -3.32 1.36 -2.24
C -0.15 0.35 -4.16
O 0.12 0.24 -5.36
O 0.60 0.21 -3.18
H -4.18 2.38 -5.36
H -1.98 1.31 -5.85
H -1.53 0.31 -1.74
H -3.71 1.36 -1.23

Properties
Molar mass (g mol⁻¹): 1181.47
Energy (a.u.): -5560.9925
Largest force on an atom (eV Å⁻¹): 1.30
E_LUMO (eV): 3.43
Net charge: -2
Kohn-Sham gap (eV): 4.192

***

Entry 3:
DFT (ωB97M-V/def2-TZVPD) results for a molecular structure, C22H37AlAsN2OSSi2 in a non-equilibrium geometry.

Positions of all 67 atoms, in Å:
Al 0.38 0.09 0.14
C 1.05 1.65 5.46
C 1.53 2.04 4.22
C 1.19 1.31 3.10
C 0.36 0.19 3.21
C -0.12 -0.20 4.46
C 0.24 0.53 5.58
N 0.00 -0.46 2.01
N -0.65 -1.54 2.11
C -1.05 -2.11 0.91
C -1.67 -3.36 0.98
C -2.07 -3.97 -0.19
C -1.83 -3.35 -1.41
C -1.19 -2.11 -1.46
C -0.81 -1.44 -0.31
H 1.31 2.23 6.34
H 2.17 2.91 4.12
H 1.57 1.56 2.11
H -0.76 -1.07 4.54
H -0.12 0.22 6.55
H -1.80 -3.83 1.95
H -2.56 -4.93 -0.15
H -2.14 -3.84 -2.32
H -0.99 -1.67 -2.43
C 3.35 -2.70 0.38
Si 4.08 -0.97 0.25
C 4.37 -0.24 1.97
C 5.72 -1.01 -0.68
As 2.49 0.27 -1.00
Si 3.18 2.51 -0.63
C 2.94 3.40 1.04
C 2.18 3.50 -1.90
C 5.03 2.62 -0.95
H 4.03 -3.40 0.87
H 3.11 -3.10 -0.61
H 2.42 -2.69 0.96
H 5.13 -0.81 2.52
H 3.45 -0.24 2.56
H 4.72 0.79 1.89
H 6.41 -1.72 -0.21
H 6.20 -0.03 -0.67
H 5.59 -1.31 -1.72
H 1.89 3.49 1.33
H 3.34 4.41 0.96
H 3.48 2.90 1.84
H 1.13 3.20 -1.85
H 2.52 3.30 -2.92
H 2.24 4.58 -1.73
H 5.59 2.21 -0.10
H 5.35 3.66 -1.07
H 5.31 2.07 -1.84
C -2.47 4.42 -1.84
C -2.23 3.01 -1.32
S -1.04 3.08 0.04
O -0.46 1.66 0.10
C -2.12 3.11 1.51
C -3.06 1.92 1.61
H -3.15 4.39 -2.69
H -1.53 4.87 -2.16
H -2.92 5.06 -1.07
H -1.76 2.38 -2.07
H -3.15 2.52 -0.99
H -2.63 4.07 1.50
H -1.40 3.10 2.33
H -3.94 2.03 0.98
H -3.40 1.82 2.64
H -2.55 1.00 1.34

Properties
Molar mass (g mol⁻¹): 535.69
Energy (a.u.): -4500.5579
Largest force on an atom (eV Å⁻¹): 1.12
E_LUMO (eV): -4.15
Net charge: +1
Kohn-Sham gap (eV): 6.410

***

Entry 4:
DFT (ωB97M-V/def2-TZVPD) results for C5H8O in the gas phase.

Positions of all 14 atoms, in Å:
C 0.94 -1.31 -1.11
C 0.09 -0.29 -1.19
C -0.31 0.61 -0.04
C 0.70 0.72 1.09
C -1.66 0.12 0.48
O -2.64 -0.04 -0.22
H 1.46 -1.57 -0.19
H 1.14 -1.93 -1.98
H -0.42 -0.09 -2.13
H -0.50 1.61 -0.45
H 0.96 -0.26 1.51
H 1.63 1.19 0.74
H 0.30 1.34 1.91
H -1.70 -0.11 1.57

Properties
Molar mass (g mol⁻¹): 84.12
Energy above the lowest of the compared OMol25 structures with the same formula, charge and spin (kJ/mol): 112.9
Energy (a.u.): -270.5149
Largest force on an atom (eV Å⁻¹): 0.52
E_LUMO (eV): 1.00
Kohn-Sham gap (eV): 10.572